No. 1
Density functional theory data (wB97M-V/def2-TZVPD) for 3 unconnected molecules or ions with the total composition C16H19O5P2.

For the HOMO-LUMO gap, the calculation gives 6.83 eV. The total charge is +1. For the total energy, the calculation gives -1679.422237 hartree. As for the LUMO energy: -5.1 eV.

Atoms and positions in Å:
C1 -2.22 -5.93 0.94
C2 -3.39 -5.10 0.47
C3 -3.02 -3.70 -0.34
P1 -1.82 -2.55 0.61
C4 -2.39 -0.73 0.24
P2 -1.83 -2.78 2.78
O1 -0.73 -1.76 3.36
H1 -1.65 -6.61 0.15
H2 -1.83 -5.92 2.05
H3 -4.51 -5.41 0.63
H4 -2.57 -4.04 -1.39
H5 -4.03 -3.13 -0.58
H6 -0.46 -2.76 0.16
H7 -3.35 -0.78 -0.42
H8 -2.68 -0.18 1.25
H9 -1.53 -0.21 -0.35
H10 -3.16 -2.34 3.23
H11 -1.63 -4.12 3.26
C5 1.71 0.52 2.60
C6 0.87 0.09 1.65
C7 1.30 0.00 0.24
O2 0.54 -0.39 -0.63
C8 2.69 0.40 -0.08
C9 3.52 0.83 0.88
C10 3.09 0.92 2.29
O3 3.86 1.31 3.16
H12 1.41 0.60 3.64
H13 -0.14 -0.20 1.86
H14 2.99 0.32 -1.11
H15 4.54 1.12 0.66
C11 1.67 2.98 -2.58
C12 0.43 3.35 -2.92
C13 0.04 4.77 -2.96
O4 -1.10 5.11 -3.27
C14 1.06 5.77 -2.62
C15 2.30 5.41 -2.28
C16 2.70 3.98 -2.24
O5 3.83 3.65 -1.93
H16 1.98 1.94 -2.55
H17 -0.34 2.63 -3.18
H18 0.76 6.81 -2.65
H19 3.07 6.13 -2.02

No. 2
Density functional theory data (wB97M-V/def2-TZVPD) for a molecular structure, C8H14N2O3SY.

For the HOMO-LUMO gap, the calculation gives 2.54 eV. The total charge is +3. For the total energy, the calculation gives -1083.659409 hartree. As for the LUMO energy: -14.8 eV.

Atoms and positions in Å:
C1 -0.22 2.95 1.49
O1 -1.39 2.59 0.78
C2 -1.83 1.28 0.89
C3 -1.44 0.48 -0.36
C4 -0.08 -0.29 -0.19
C5 -0.40 -1.64 0.37
S1 1.13 -2.82 0.45
C6 2.53 -1.79 0.09
N1 3.29 -1.17 0.97
N2 4.25 -0.50 0.24
C7 3.99 -0.75 -1.00
O2 2.89 -1.59 -1.14
O3 -2.45 -0.39 -0.74
C8 -2.77 -0.38 -2.13
H1 -0.20 4.02 1.58
H2 -0.19 2.48 2.47
H3 0.68 2.65 0.94
H4 -2.91 1.30 0.92
H5 -1.48 0.81 1.82
H6 -1.26 1.22 -1.14
H7 0.54 0.27 0.51
H8 0.40 -0.37 -1.16
H9 -1.10 -2.21 -0.22
H10 -0.74 -1.57 1.40
H11 4.48 -0.40 -1.90
H12 -3.50 -1.17 -2.31
H13 -1.89 -0.57 -2.74
H14 -3.22 0.56 -2.41
Y1 2.89 -3.01 2.51

No. 3
Density functional theory data (wB97M-V/def2-TZVPD) for a molecular structure, C25H42Br2F3HgIN6O4S.

For the HOMO-LUMO gap, the calculation gives 4.36 eV. The total charge is +2. For the total energy, the calculation gives -7903.483094 hartree. As for the LUMO energy: -9.0 eV.

Atoms and positions in Å:
C1 -5.92 0.34 -2.17
C2 -5.44 1.78 -2.21
C3 -4.15 2.17 -1.40
N1 -4.00 1.52 -0.10
C4 -2.57 1.41 0.38
C5 -2.01 2.81 0.53
C6 -2.94 3.89 1.09
O1 -2.45 4.90 1.51
N2 -2.81 0.69 1.69
C7 -2.30 1.16 2.71
S1 -1.73 1.76 4.00
O2 -2.02 0.53 -0.53
C8 -0.65 0.23 -1.00
C9 -1.02 -0.16 -2.46
C10 0.07 -0.43 -3.50
C11 -0.39 -1.47 -4.52
F1 -0.46 -2.70 -3.97
Br1 -2.18 -1.03 -5.22
C12 0.52 -1.47 -5.77
F2 0.05 -2.34 -6.66
F3 0.49 -0.27 -6.34
Br2 2.35 -1.92 -5.37
C13 0.42 1.31 -1.13
C14 1.19 1.86 0.11
C15 1.35 3.40 -0.12
C16 2.66 1.34 0.20
C17 -0.24 -1.02 -0.14
I1 -2.23 -2.17 -0.09
C18 0.73 -2.02 -0.75
O3 2.03 -1.51 -0.98
C19 2.86 -2.60 -1.29
C20 3.84 -3.11 -0.27
O4 2.75 -3.13 -2.35
N3 -0.04 -0.70 1.22
C21 1.13 -1.25 1.91
C22 0.88 -2.62 2.59
C23 2.11 -3.11 3.35
C24 2.59 -2.12 4.43
N4 3.96 -1.61 4.16
C25 4.05 -0.23 4.11
N5 4.56 0.30 3.07
N6 3.63 0.54 5.25
H1 -6.12 0.01 -1.14
H2 -5.24 -0.32 -2.71
H3 -6.87 0.30 -2.69
H4 -6.23 2.37 -1.75
H5 -5.34 2.16 -3.23
H6 -4.29 3.24 -1.23
H7 -3.28 2.06 -2.03
H8 -4.61 1.84 0.65
H9 -1.10 2.92 1.11
H10 -1.75 3.16 -0.48
H11 -4.04 3.78 1.14
H12 -1.77 -0.96 -2.49
H13 -1.56 0.72 -2.80
H14 0.23 0.46 -4.09
H15 1.05 -0.76 -3.16
H16 -0.07 2.17 -1.59
H17 1.21 1.05 -1.83
H18 0.69 1.73 1.06
H19 2.21 3.63 -0.74
H20 0.43 3.86 -0.48
H21 1.51 3.83 0.86
H22 2.94 0.76 -0.67
H23 2.83 0.82 1.13
H24 3.34 2.19 0.22
H25 0.31 -2.42 -1.68
H26 0.80 -2.89 -0.09
H27 4.01 -2.44 0.57
H28 3.43 -4.04 0.12
H29 4.75 -3.38 -0.78
H30 -0.82 -0.92 1.81
H31 2.06 -1.26 1.36
H32 1.31 -0.58 2.75
H33 0.46 -3.36 1.91
H34 0.11 -2.43 3.34
H35 2.89 -3.35 2.63
H36 1.85 -4.02 3.88
H37 2.62 -2.65 5.38
H38 1.89 -1.31 4.60
H39 4.20 -1.91 3.23
H40 4.59 1.31 3.16
H41 2.74 0.98 5.07
H42 4.27 1.31 5.35
Hg1 -4.30 -0.60 0.37

No. 4
Density functional theory data (wB97M-V/def2-TZVPD) for 14 unconnected molecules or ions with the total composition C22H75O18P2.

For the HOMO-LUMO gap, the calculation gives 5.86 eV. The total charge is -1. For the total energy, the calculation gives -2920.008112 hartree. As for the LUMO energy: 1.8 eV.

Atoms and positions in Å:
C1 -1.16 2.58 -3.05
C2 -1.63 2.90 -1.59
O1 -2.07 1.71 -0.92
P1 -0.86 0.93 -0.09
O2 0.49 1.61 -0.14
C3 -0.66 -0.73 -0.95
C4 0.02 -1.82 -0.06
C5 1.47 -1.51 0.41
P2 2.15 -2.91 1.54
O3 3.73 -2.10 1.39
C6 3.97 -1.73 2.72
C7 3.67 -3.06 3.57
O4 2.84 -3.94 2.82
O5 -1.47 0.76 1.46
C8 -0.45 0.34 2.39
C9 -0.94 0.75 3.83
H1 -0.85 1.53 -3.19
H2 -0.42 3.30 -3.42
H3 -2.06 2.71 -3.70
H4 -0.90 3.50 -1.03
H5 -2.52 3.53 -1.71
H6 -0.03 -0.49 -1.83
H7 -1.67 -1.06 -1.25
H8 -0.68 -2.08 0.77
H9 0.08 -2.73 -0.68
H10 2.10 -1.53 -0.51
H11 1.61 -0.52 0.86
H12 2.60 -3.75 0.47
H13 0.91 -3.66 1.61
H14 1.69 -2.10 2.66
H15 5.03 -1.43 2.88
H16 3.40 -0.85 3.10
H17 3.21 -2.67 4.51
H18 4.70 -3.46 3.73
H19 0.52 0.82 2.24
H20 -0.30 -0.75 2.42
H21 -0.85 -0.11 4.53
H22 -0.28 1.53 4.25
H23 -1.99 1.06 3.84
C10 -5.97 4.24 -1.84
O6 -5.12 3.43 -2.66
H24 -6.30 5.09 -2.42
H25 -6.84 3.65 -1.53
H26 -5.42 4.58 -0.97
H27 -4.84 2.69 -2.12
C11 1.08 4.50 -6.25
O7 0.88 3.44 -5.33
H28 0.10 4.84 -6.59
H29 1.59 5.33 -5.77
H30 1.66 4.15 -7.11
H31 1.75 3.15 -5.04
C12 7.59 -2.77 2.33
O8 6.95 -3.06 3.56
H32 6.85 -2.83 1.53
H33 8.00 -1.75 2.35
H34 8.39 -3.49 2.14
H35 7.61 -2.99 4.25
C13 -5.58 -0.61 -2.16
O9 -4.93 -0.85 -0.92
H36 -6.49 -1.20 -2.19
H37 -5.83 0.45 -2.25
H38 -4.93 -0.91 -2.99
H39 -4.12 -0.32 -0.91
C14 5.12 -6.23 -0.23
O10 4.31 -5.07 -0.31
H40 4.64 -7.03 -0.79
H41 6.11 -6.04 -0.65
H42 5.21 -6.54 0.82
H43 4.75 -4.38 0.20
C15 5.04 -0.74 6.05
O11 6.26 -1.43 5.82
H44 5.27 0.19 6.58
H45 4.56 -0.49 5.10
H46 4.37 -1.35 6.65
H47 6.05 -2.24 5.34
C16 -8.85 -3.21 -1.64
O12 -8.19 -3.45 -0.40
H48 -9.76 -3.80 -1.67
H49 -9.11 -2.15 -1.73
H50 -8.20 -3.50 -2.47
H51 -7.39 -2.92 -0.39
C17 -4.10 5.14 1.56
O13 -3.25 4.33 0.75
H52 -4.43 5.99 0.98
H53 -4.97 4.55 1.87
H54 -3.55 5.49 2.44
H55 -2.97 3.58 1.28
C18 -4.32 2.59 -6.36
O14 -3.38 1.58 -6.73
H56 -5.29 2.12 -6.19
H57 -4.00 3.07 -5.43
H58 -4.41 3.33 -7.15
H59 -2.54 2.01 -6.87
C19 -1.87 7.37 4.18
O15 -2.07 6.30 5.09
H60 -2.85 7.72 3.84
H61 -1.35 8.20 4.67
H62 -1.29 7.03 3.32
H63 -1.21 6.01 5.38
C20 -6.61 7.92 -2.94
O16 -5.93 7.67 -1.71
H64 -7.51 7.32 -2.96
H65 -6.88 8.98 -3.02
H66 -5.97 7.64 -3.78
H67 -5.14 8.21 -1.71
C21 4.81 -8.34 3.84
O17 5.82 -7.34 3.80
H68 5.29 -9.30 3.99
H69 4.12 -8.14 4.67
H70 4.26 -8.36 2.90
H71 5.37 -6.49 3.66
C22 7.66 -6.54 -3.71
O18 8.27 -6.79 -2.45
H72 6.72 -7.10 -3.76
H73 7.44 -5.47 -3.81
H74 8.32 -6.87 -4.52
H75 9.08 -6.29 -2.42

No. 5
Density functional theory data (wB97M-V/def2-TZVPD) for a molecular structure, C63H76N11O6P2S4SiSr.

For the HOMO-LUMO gap, the calculation gives 5.51 eV. The relative energy (zero: lowest compared OMol25 entry of this formula, charge and spin) comes out at 92.9 kJ/mol. The total charge is -1. For the total energy, the calculation gives -6095.915749 hartree. As for the LUMO energy: 1.2 eV.

Atoms and positions in Å:
Sr1 -1.85 1.00 0.14
C1 -1.79 -3.39 -0.68
Si1 -0.81 -1.81 -1.20
C2 0.94 -2.63 -1.45
C3 1.14 -3.46 -2.56
C4 2.33 -4.11 -2.80
C5 3.39 -3.95 -1.92
C6 3.23 -3.15 -0.80
C7 2.01 -2.52 -0.53
P1 1.72 -1.55 1.00
C8 3.38 -1.28 1.81
C9 4.15 -0.24 0.99
C10 5.38 0.28 1.72
C11 6.25 -0.86 2.31
C12 5.77 -2.22 1.82
C13 4.32 -2.44 2.25
C14 0.82 -2.80 2.12
C15 1.30 -2.78 3.59
C16 1.15 -4.15 4.25
C17 2.03 -5.18 3.55
C18 1.89 -5.11 2.02
C19 0.71 -4.24 1.60
C20 -1.50 -1.61 -3.03
C21 -2.28 -2.65 -3.57
C22 -3.10 -2.50 -4.68
C23 -3.18 -1.27 -5.30
C24 -2.38 -0.24 -4.85
C25 -1.52 -0.40 -3.76
P2 -0.31 0.90 -3.31
C26 -1.09 2.53 -3.76
C27 -1.20 3.06 -5.21
C28 -0.01 3.95 -5.57
C29 -0.04 5.24 -4.74
C30 -0.67 4.99 -3.36
C31 -0.34 3.58 -2.90
C32 1.05 0.55 -4.54
C33 0.74 0.54 -6.04
C34 2.01 0.25 -6.85
C35 2.64 -1.07 -6.45
C36 2.94 -1.08 -4.96
C37 1.67 -0.79 -4.16
H1 -1.38 -4.32 -1.09
H2 -2.83 -3.30 -0.99
H3 -1.79 -3.48 0.40
H4 0.34 -3.58 -3.27
H5 2.44 -4.75 -3.67
H6 4.33 -4.45 -2.09
H7 4.06 -3.05 -0.12
H8 3.06 -0.75 2.72
H9 3.48 0.60 0.78
H10 4.43 -0.66 0.02
H11 5.06 0.95 2.52
H12 5.98 0.88 1.03
H13 6.17 -0.85 3.40
H14 7.30 -0.71 2.06
H15 6.40 -3.01 2.23
H16 5.86 -2.27 0.73
H17 4.32 -2.51 3.34
H18 3.96 -3.40 1.89
H19 -0.19 -2.36 2.10
H20 0.74 -2.04 4.16
H21 2.35 -2.50 3.67
H22 0.10 -4.46 4.22
H23 1.42 -4.08 5.30
H24 1.78 -6.18 3.91
H25 3.07 -5.00 3.83
H26 1.75 -6.12 1.60
H27 2.79 -4.72 1.55
H28 -0.21 -4.68 1.99
H29 0.62 -4.26 0.51
H30 -2.27 -3.62 -3.09
H31 -3.67 -3.34 -5.04
H32 -3.86 -1.11 -6.13
H33 -2.43 0.72 -5.35
H34 -2.11 2.43 -3.38
H35 -2.11 3.65 -5.30
H36 -1.30 2.24 -5.93
H37 -0.02 4.19 -6.64
H38 0.91 3.40 -5.38
H39 -0.61 6.01 -5.27
H40 0.98 5.62 -4.62
H41 -1.76 5.10 -3.43
H42 -0.33 5.73 -2.64
H43 -0.57 3.43 -1.85
H44 0.74 3.42 -3.00
H45 1.79 1.34 -4.34
H46 0.35 1.50 -6.38
H47 -0.01 -0.22 -6.25
H48 2.73 1.06 -6.68
H49 1.77 0.26 -7.92
H50 3.55 -1.25 -7.03
H51 1.95 -1.89 -6.68
H52 3.70 -0.32 -4.73
H53 3.35 -2.04 -4.65
H54 1.89 -0.83 -3.10
H55 0.95 -1.58 -4.36
N1 2.52 1.40 -1.53
C38 2.24 2.38 -0.63
N2 1.21 2.33 0.16
C39 1.15 3.50 0.91
C40 2.13 4.41 0.69
S1 3.21 3.80 -0.51
C41 -0.03 3.66 1.78
C42 -0.39 4.65 2.64
S2 -1.98 4.36 3.23
C43 -2.05 2.93 2.31
N3 -0.96 2.67 1.65
N4 -3.18 2.05 2.25
H56 2.01 0.53 -1.38
H57 3.47 1.31 -1.87
H58 2.26 5.38 1.12
H59 0.16 5.52 2.94
H60 -4.01 2.40 2.72
H61 -3.46 1.85 1.29
O1 -1.56 -2.21 9.49
S3 -0.60 -1.54 10.35
O2 0.46 -2.39 10.86
O3 -1.17 -0.62 11.31
C44 0.29 -0.41 9.23
N5 1.28 0.30 9.78
C45 1.90 1.16 8.99
C46 1.56 1.34 7.66
C47 0.54 0.54 7.19
N6 -0.09 -0.34 7.96
C48 0.08 0.56 5.77
C49 0.91 0.94 4.72
C50 0.46 0.78 3.42
N7 -0.75 0.31 3.11
C51 -1.55 0.00 4.13
C52 -1.19 0.09 5.46
H62 2.70 1.74 9.44
H63 2.05 2.08 7.04
H64 1.91 1.30 4.90
H65 1.10 1.02 2.58
H66 -2.54 -0.35 3.86
H67 -1.85 -0.23 6.25
O4 -2.38 5.46 -0.43
C53 -3.02 4.52 -0.85
N8 -2.80 3.18 -0.49
S4 -3.93 2.23 -1.08
O5 -3.28 1.07 -1.70
O6 -4.92 1.81 -0.09
C54 -4.65 3.38 -2.19
C55 -5.67 3.21 -3.11
C56 -6.13 4.35 -3.75
C57 -5.62 5.61 -3.43
C58 -4.61 5.75 -2.48
C59 -4.13 4.61 -1.87
H68 -6.08 2.24 -3.32
H69 -6.92 4.27 -4.48
H70 -6.01 6.48 -3.93
H71 -4.22 6.72 -2.21
N9 -4.13 -3.73 3.44
C60 -4.37 -2.98 2.33
C61 -3.44 -2.00 1.91
N10 -3.65 -1.27 0.84
C62 -4.77 -1.50 0.14
C63 -5.65 -2.48 0.54
N11 -5.47 -3.22 1.63
H72 -3.42 -3.45 4.10
H73 -4.88 -4.31 3.77
H74 -2.52 -1.85 2.45
H75 -4.94 -0.89 -0.74
H76 -6.54 -2.68 -0.04

No. 6
Density functional theory data (wB97M-V/def2-TZVPD) for C4H9NOS in the gas phase.

For the HOMO-LUMO gap, the calculation gives 9.72 eV. The relative energy (zero: lowest compared OMol25 entry of this formula, charge and spin) comes out at 124.5 kJ/mol. For the total energy, the calculation gives -685.971534 hartree. As for the LUMO energy: 0.7 eV.

Atoms and positions in Å:
O1 -2.44 -0.50 -1.86
C1 -1.78 -0.75 -0.87
N1 -1.45 0.22 0.01
C2 -0.52 0.32 1.14
C3 0.80 -0.49 0.89
C4 1.72 0.25 -0.11
S1 1.44 0.11 -1.93
H1 -1.50 -1.77 -0.60
H2 -1.98 1.05 -0.22
H3 -0.93 -0.15 2.04
H4 -0.47 1.40 1.23
H5 0.48 -1.43 0.43
H6 1.18 -0.82 1.86
H7 2.74 -0.14 0.00
H8 1.78 1.32 0.05
H9 0.94 1.37 -2.06